Entry 1:
11
Properties=species:S:1:pos:R:3 method="wB97M-V/def2-TZVPD" smiles="CC(Cl)(Cl)C1=CO1" total_energy_ha=-1150.24602 largest_force_ev_per_a=4.43 lumo_ha=0.020 homo_energy_ev=-8.35 relative_energy_kcal_mol=106.66
C -0.55687 2.32308 0.28539
C -0.36716 1.05767 0.34980
C -0.06899 -1.57874 -0.25948
C 0.78634 -0.36431 -0.06319
O -1.69429 1.20449 0.12166
Cl 1.80556 -0.46718 1.37742
Cl 1.69897 0.13902 -1.44866
H -0.76258 3.32068 0.55263
H 0.55693 -2.47003 -0.28144
H -0.61728 -1.49499 -1.19460
H -0.78063 -1.66967 0.56046


Entry 2:
10
Properties=species:S:1:pos:R:3 method="wB97M-V/def2-TZVPD" total_energy_ha=-951.05260 largest_force_ev_per_a=1.66 lumo_ha="-0.024 / -0.071" homo_energy_ev="-8.57 / -7.63" relative_energy_kcal_mol=75.23
C 0.93329 -1.11865 1.00605
C 0.05194 -0.28799 0.53332
C -0.40098 1.67217 -0.76540
C -0.75500 0.74169 0.16738
S 1.08627 -2.67234 0.18402
S -0.21399 -2.22125 -1.28847
H 1.56108 -0.95621 1.87152
H -1.08296 2.44059 -1.07782
H 0.56908 1.63959 -1.23583
H -1.74873 0.76240 0.60523


Entry 3:
78
Properties=species:S:1:pos:R:3 method="wB97M-V/def2-TZVPD" total_energy_ha=-1878.06562 largest_force_ev_per_a=2.16 lumo_ha=-0.069 homo_energy_ev=-5.22 relative_energy_kcal_mol=72.44
C -1.37665 5.44795 0.95659
C -0.39791 4.58104 1.69409
O 0.29304 3.80770 0.67709
C 1.03819 2.80058 1.16464
C 1.79259 2.01614 0.16052
C 1.28384 1.78802 -1.19501
O 1.64172 0.90078 -1.98305
O 0.31864 2.64396 -1.57860
C 0.04859 2.57796 -3.00374
C -1.00298 3.62423 -3.21476
C 3.04470 1.46216 0.54445
C 3.72035 0.49416 -0.25807
C 5.00761 0.06123 0.03480
C 5.67163 0.53990 1.17225
C 5.02294 1.45129 2.01660
C 3.73389 1.88670 1.72477
O 1.05159 2.55538 2.37931
H -1.93711 6.08834 1.64084
H -0.86592 6.09048 0.23526
H -2.09694 4.82454 0.42044
H 0.34207 5.17276 2.24719
H -0.90438 3.90502 2.39107
H 0.97080 2.78233 -3.56566
H -0.29846 1.57369 -3.27372
H -1.28928 3.71618 -4.26411
H -1.89703 3.37108 -2.63648
H -0.62945 4.59567 -2.87833
H 3.19399 0.12154 -1.13024
H 5.48468 -0.64781 -0.64427
H 6.68052 0.20543 1.40115
H 5.50598 1.82763 2.92071
H 3.21329 2.56097 2.39995
C -2.25273 -0.08855 -6.42998
O -1.54219 -0.28677 -5.18809
C -2.22183 -0.36705 -4.01222
C -1.43781 -0.74421 -2.88694
C -1.98216 -0.62158 -1.63275
C -3.31671 -0.17298 -1.49476
C -4.11895 0.15573 -2.57768
C -3.58294 0.01700 -3.85913
N -3.63824 -0.18526 -0.13958
C -4.95345 0.12992 0.38963
C -2.55996 -0.60663 0.58414
C -1.48514 -0.90735 -0.28703
C -0.24064 -1.46351 0.02808
C 0.18660 -1.66822 1.35760
C -0.05781 -0.83640 2.46469
N 0.36619 -1.44958 3.60711
C 0.23700 -0.89017 4.94280
C 0.91016 -2.69178 3.29069
C 0.82430 -2.87466 1.88619
C 1.13638 -4.10358 1.32939
C 1.59167 -5.14085 2.19113
O 1.94136 -6.37832 1.75202
C 1.84771 -6.68536 0.34140
C 1.69308 -4.91958 3.59411
C 1.33382 -3.69897 4.14836
H -1.49659 -0.26161 -7.19516
H -3.07746 -0.80541 -6.54757
H -2.62318 0.94288 -6.50076
H -0.40994 -1.06294 -3.01766
H -5.13649 0.50588 -2.41337
H -4.19392 0.24360 -4.73420
H -5.58600 0.44291 -0.44353
H -5.40877 -0.74394 0.87578
H -4.89970 0.94032 1.12658
H -2.60310 -0.73527 1.65925
H 0.37639 -1.83295 -0.78852
H -0.53274 0.13748 2.47196
H 0.64414 -1.60706 5.66099
H 0.78854 0.05849 5.01127
H -0.81840 -0.68818 5.18037
H 1.01419 -4.25139 0.25650
H 2.20720 -7.71241 0.26637
H 0.80554 -6.62158 -0.00329
H 2.48759 -6.01382 -0.24878
H 2.04669 -5.74398 4.20683
H 1.37378 -3.53935 5.22203


Entry 4:
37
Properties=species:S:1:pos:R:3 method="wB97M-V/def2-TZVPD" total_energy_ha=-1313.89977 largest_force_ev_per_a=5.32 lumo_ha=-0.315 homo_energy_ev=-11.39 total_charge=+1
C -1.52357 -2.84704 0.07380
C -0.36283 -1.67497 0.35257
C -0.44420 -0.65723 -0.92981
Nb -2.44663 0.50968 -0.76361
Cl -1.27023 2.69951 -0.42102
C -2.46043 0.89779 -3.01862
C -0.96065 0.91412 -3.69619
F -0.74306 -0.40017 -4.35260
O 0.90352 -2.40503 0.49812
C 2.07637 -1.52144 0.49268
C 1.95241 -0.18063 1.42626
C 2.52948 1.23359 0.74856
C 2.44935 2.69481 1.51915
C 1.76732 2.69329 3.01864
C 1.20923 1.33272 3.78999
C 1.32822 -0.09074 2.93998
H -1.57556 -3.06331 -1.09875
H -2.56635 -2.57599 0.53510
H -1.11011 -3.83427 0.57904
H -0.71763 -1.14087 1.35423
H 0.38346 0.19418 -0.91157
H -0.36241 -1.23560 -1.95093
H -4.02909 1.45244 -0.65559
H -2.48376 0.33684 1.04744
H -3.34847 -1.03923 -1.00947
H -3.14450 0.06878 -3.49673
H -2.94479 1.96236 -3.20626
H -0.11128 1.23654 -2.95783
H -0.97487 1.72492 -4.56535
H 2.41769 -1.27765 -0.61863
H 2.97422 -2.16148 0.95056
H 3.00973 1.18389 -0.33559
H 2.84809 3.63791 0.94942
H 1.65577 3.70681 3.59117
H 0.72146 1.37976 4.87365
H 0.91163 -1.08491 3.42977
Hg 4.44248 -2.66938 1.81843


Entry 5:
17
Properties=species:S:1:pos:R:3 method="wB97M-V/def2-TZVPD" total_energy_ha=-309.71450 largest_force_ev_per_a=1.38 lumo_ha="0.023 / 0.018" homo_energy_ev="-8.01 / -7.57" relative_energy_kcal_mol=80.24
C -0.68154 -1.72709 0.30063
C -0.61363 -0.72017 -0.84012
O -1.52279 0.36053 -0.66619
C -0.73812 1.42785 -0.41983
C 0.19462 1.38298 0.76727
C 1.36032 0.56468 0.24278
C 0.75196 -0.11630 -0.94596
H -0.05346 -1.40765 1.14052
H -1.70772 -1.83220 0.65144
H -0.30628 -2.69423 -0.04327
H -0.91193 -1.18419 -1.78980
H -1.33746 2.34417 -0.51976
H -0.31805 0.87593 1.59767
H 0.47176 2.38331 1.10951
H 2.11490 1.24912 -0.15607
H 1.86313 -0.06701 0.99540
H 1.43428 -0.83972 -1.42422


Entry 6:
10
Properties=species:S:1:pos:R:3 method="wB97M-V/def2-TZVPD" total_energy_ha=-2783.38429 largest_force_ev_per_a=8.67 lumo_ha=-0.064 homo_energy_ev=-8.94 relative_energy_kcal_mol=106.43
C -0.99939 1.46150 0.18827
C 1.41701 0.97349 0.00588
C 0.12725 0.88060 0.14749
C -0.70589 -1.59285 0.06220
N -2.03248 1.89430 -0.11565
Br 2.72519 -0.47397 -0.13748
H 1.87214 1.91722 -0.13848
H -0.94643 -1.25842 -0.96466
H -1.49285 -1.39537 0.84273
H 0.03545 -2.40651 0.10970


Entry 7:
101
Properties=species:S:1:pos:R:3 method="wB97M-V/def2-TZVPD" total_energy_ha=-6608.47769 largest_force_ev_per_a=2.65 lumo_ha=-0.056 homo_energy_ev=-7.54 relative_energy_kcal_mol=0.00
Ce 0.35832 0.22244 0.34935
C 0.48587 -2.75695 2.83007
C 0.17025 -3.11826 1.40342
C -0.37811 -4.33854 1.10496
C -0.57971 -4.66711 -0.24304
C -0.23312 -3.78727 -1.22905
C 0.29881 -2.51582 -0.88247
N 0.48755 -2.22917 0.43609
N 0.61766 -1.52890 -1.73492
Si 1.13049 -1.93144 -3.32921
C 2.41912 -3.28847 -3.24815
C 1.89692 -0.50260 -4.27760
C -0.23293 -2.48885 -4.49842
H 1.15982 -3.50269 3.25668
H -0.42186 -2.74396 3.43271
H 0.95713 -1.78097 2.90687
H -0.63534 -5.02475 1.89985
H -1.01300 -5.62520 -0.50657
H -0.40491 -4.02088 -2.26925
H 2.97853 -3.22404 -2.30822
H 3.13122 -3.20697 -4.07331
H 1.96703 -4.28231 -3.29089
H 2.56512 0.12688 -3.69348
H 1.14447 0.14345 -4.74098
H 2.48389 -0.94285 -5.08925
H -0.61213 -3.49191 -4.29158
H 0.15791 -2.48703 -5.52017
H -1.08823 -1.80403 -4.47420
O -1.11691 -0.44633 2.09430
C -2.24865 -0.85649 2.64805
C -2.36986 -0.87620 4.04738
C -3.52989 -1.29159 4.66602
C -4.61945 -1.71512 3.90891
C -4.50656 -1.71277 2.53588
C -3.33973 -1.29966 1.88644
C -3.24524 -1.38105 0.42839
N -2.19148 -1.14775 -0.32992
C -2.56508 -1.47800 -1.61903
C -3.85632 -1.88200 -1.64582
N -4.28030 -1.81403 -0.33901
H -1.53067 -0.53690 4.64198
H -3.58856 -1.28585 5.74718
H -5.53305 -2.04281 4.38496
H -5.35601 -2.05496 1.95575
H -1.86261 -1.42938 -2.43138
H -4.49419 -2.21824 -2.44416
H -5.20589 -2.02061 -0.01163
O -0.44782 1.57420 3.69735
As -0.68278 2.79346 2.47132
O -2.01549 3.67159 2.77152
O -0.69010 2.06265 0.91017
C 0.91480 3.78091 2.93139
C 0.71982 4.98570 3.57898
C 1.80957 5.63578 4.15408
C 3.07548 5.07683 4.10053
C 3.28613 3.86938 3.44365
C 2.20449 3.23274 2.86851
S 2.50553 1.90871 1.74302
O 1.88997 2.42037 0.51709
O 3.91630 1.68011 1.67987
O 1.72344 0.67949 2.12700
H -0.61611 0.69982 3.28505
H -0.28609 5.38013 3.64110
H 1.66150 6.58259 4.65638
H 3.91207 5.58684 4.55957
H 4.27151 3.43168 3.35851
N 4.81253 -0.03554 -1.36256
C 5.02534 -1.16998 -0.59895
C 6.13762 -1.98721 -0.43481
C 5.99143 -3.06180 0.41863
C 4.77613 -3.31188 1.07797
C 3.67721 -2.49850 0.90088
C 3.81032 -1.40864 0.04349
N 2.89015 -0.43539 -0.33878
C 3.53460 0.36038 -1.15179
C 2.94923 1.54034 -1.77543
C 3.62081 2.61807 -2.23790
S 2.51209 3.81471 -2.72634
C 1.22174 2.78116 -2.30737
N 1.57483 1.62344 -1.83589
H 5.49019 0.44165 -1.92988
H 7.07222 -1.79190 -0.94441
H 6.82946 -3.72616 0.58358
H 4.70365 -4.16689 1.73729
H 2.74015 -2.69557 1.39697
H 4.68374 2.79957 -2.25952
H 0.19822 3.10801 -2.41917
F -4.89928 1.99229 -4.94587
C -3.98042 2.89045 -4.56433
F -3.30914 3.25667 -5.66315
F -4.63537 3.96434 -4.11513
C -3.06059 2.31055 -3.51836
C -1.96797 1.55252 -3.90382
C -1.16896 1.01693 -2.91378
N -1.39819 1.18963 -1.61026
C -2.46013 1.91533 -1.25120
C -3.31916 2.49193 -2.17309
H -1.73399 1.39028 -4.94769
H -0.30483 0.41989 -3.16062
H -2.62041 2.04473 -0.19052
H -4.16141 3.07944 -1.83592